6 unconnected molecules or ions with the total composition C27H64N2O6 at a distorted geometry. Source: the OMol25 dataset; level of theory: wB97M-V/def2-TZVPD.

ORCA input file:
```
! RIJCOSX wB97M-V def2-TZVPD def2/J DEFGRID3
* xyz 0 1
C -2.387 -2.473 -0.269
C -3.576 -1.761 0.313
C -4.272 -1.048 -0.794
C -4.453 -2.799 0.870
C -5.446 -2.313 1.895
C -4.645 -1.700 3.031
C -4.068 -0.409 2.596
C -5.060 0.664 2.227
C -3.180 0.090 3.770
N -3.211 -0.707 1.403
O -2.364 0.279 0.941
H -1.743 -1.856 -0.895
H -1.769 -2.812 0.562
H -2.611 -3.348 -0.879
H -4.551 -1.854 -1.472
H -5.154 -0.480 -0.497
H -3.571 -0.343 -1.243
H -5.012 -3.274 0.063
H -3.891 -3.677 1.188
H -6.240 -1.722 1.437
H -5.983 -3.176 2.288
H -3.894 -2.432 3.328
H -5.273 -1.688 3.921
H -6.010 0.335 1.807
H -4.714 1.488 1.604
H -5.349 1.331 3.039
H -3.589 -0.091 4.764
H -3.019 1.164 3.677
H -2.193 -0.345 3.617
H -1.479 0.000 1.185
C 2.568 -0.660 -2.838
C 3.795 -1.557 -2.643
C 3.390 -2.925 -3.203
C 5.001 -0.948 -3.513
C 5.704 0.257 -2.845
C 6.134 -0.101 -1.441
C 4.946 -0.614 -0.499
C 5.592 -1.180 0.792
C 4.057 0.573 -0.127
N 4.291 -1.694 -1.212
O 3.195 -2.121 -0.434
H 2.744 0.372 -2.535
H 2.173 -0.697 -3.853
H 1.808 -1.148 -2.228
H 4.080 -3.660 -2.787
H 2.365 -3.145 -2.904
H 3.389 -3.016 -4.289
H 5.663 -1.807 -3.620
H 4.601 -0.668 -4.487
H 6.606 0.462 -3.422
H 5.006 1.093 -2.809
H 6.733 0.724 -1.055
H 6.808 -0.943 -1.599
H 5.762 -0.401 1.536
H 6.495 -1.735 0.537
H 4.936 -1.855 1.341
H 3.091 0.316 0.307
H 3.636 1.159 -0.943
H 4.605 1.342 0.417
H 3.435 -3.030 -0.242
C -0.317 4.044 0.920
C -1.606 3.882 1.747
C -2.091 5.199 2.370
O -2.484 3.447 0.720
H 0.563 4.163 1.552
H -0.354 4.914 0.264
H -0.048 3.249 0.224
H -1.386 3.154 2.528
H -1.340 5.649 3.018
H -3.035 5.086 2.904
H -2.323 5.921 1.587
H -2.454 2.489 0.663
C 1.448 -0.961 3.843
C 1.252 -0.982 2.324
C 0.557 -2.282 1.917
O 0.524 0.137 1.898
H 1.958 -0.036 4.113
H 2.081 -1.773 4.201
H 0.438 -0.942 4.252
H 2.208 -0.946 1.802
H 1.255 -3.108 2.050
H 0.409 -2.165 0.843
H -0.387 -2.402 2.448
H 0.431 0.232 0.947
C -1.841 2.807 -2.793
C -0.970 1.782 -3.492
C 0.495 2.135 -3.576
O -1.148 0.500 -3.012
H -1.716 3.816 -3.185
H -1.610 2.901 -1.732
H -2.880 2.503 -2.919
H -1.230 1.690 -4.546
H 0.956 2.136 -2.589
H 0.722 3.059 -4.107
H 1.089 1.376 -4.086
H -0.498 0.058 -3.563
O -0.045 0.315 -0.595
H 0.061 1.253 -0.434
H -0.584 0.267 -1.385
*
```

Calculated values
frontier orbital gap = 8.05 eV
SMILES = CC1(C)CCCC(C)(C)N1O.CC1(C)CCCC(C)(C)N1O.CC(C)O.CC(C)O.CC(C)O.O
HOMO energy = -7.54 eV
relative energy (zero: lowest compared OMol25 entry of this formula, charge and spin) = 162.5 kJ/mol
electronic energy = -1627.929026 Ha

***

A molecular structure, C27H65BN4P2RuSi4Te. Source: the OMol25 dataset; level of theory: wB97M-V/def2-TZVPD.

ORCA input file:
```
! RIJCOSX wB97M-V def2-TZVPD def2/J DEFGRID3
* xyz 1 6
Ru -0.530 0.132 1.697
B -1.293 -2.186 4.541
N -0.963 -0.707 4.904
C -0.851 -0.250 6.157
C -0.479 1.084 6.115
C -0.387 1.361 4.754
N -0.679 0.273 4.032
N -1.962 -2.316 3.134
C -2.842 -3.293 2.896
C -2.988 -3.458 1.527
C -2.137 -2.512 0.982
N -1.511 -1.821 1.953
H -0.281 -2.850 4.560
H -2.105 -2.586 5.332
H -1.051 -0.903 6.992
H -0.311 1.748 6.946
H -0.116 2.282 4.263
H -3.289 -3.822 3.721
H -3.620 -4.160 1.010
H -1.950 -2.270 -0.049
C 2.562 2.261 3.459
C 3.237 1.182 2.618
C 4.492 0.652 3.325
P 2.077 -0.106 1.952
C 2.859 -0.469 0.309
C 2.814 0.816 -0.536
C 4.294 -1.003 0.258
C 2.019 -1.620 3.038
C 2.922 -2.802 2.696
C 2.148 -1.269 4.524
H 3.290 3.037 3.705
H 2.175 1.859 4.396
H 1.739 2.734 2.918
H 3.560 1.661 1.690
H 4.296 0.478 4.381
H 5.283 1.404 3.266
H 4.878 -0.269 2.892
H 2.188 -1.208 -0.135
H 3.745 1.375 -0.425
H 1.990 1.479 -0.277
H 2.712 0.572 -1.593
H 4.999 -0.263 0.637
H 4.560 -1.186 -0.787
H 4.441 -1.930 0.800
H 0.993 -1.963 2.880
H 3.976 -2.572 2.848
H 2.782 -3.155 1.673
H 2.669 -3.628 3.365
H 3.194 -1.229 4.821
H 1.668 -2.053 5.110
H 1.673 -0.323 4.790
C -4.026 0.199 -3.012
Si -2.686 -0.697 -3.962
C -2.680 -2.502 -3.457
C -3.002 -0.515 -5.798
Si -0.577 0.222 -3.450
Te -0.567 0.177 -0.883
Si -0.213 2.464 -4.023
C -0.129 2.549 -5.892
C -1.615 3.517 -3.364
C 1.399 3.041 -3.265
Si 1.098 -1.297 -4.163
C 1.252 -2.712 -2.946
C 2.750 -0.454 -4.421
C 0.515 -1.938 -5.826
H -4.995 -0.270 -3.209
H -4.099 1.252 -3.298
H -3.847 0.149 -1.936
H -3.668 -2.941 -3.624
H -2.439 -2.619 -2.396
H -1.958 -3.085 -4.032
H -3.985 -0.934 -6.033
H -2.261 -1.039 -6.406
H -3.010 0.535 -6.102
H -1.052 2.198 -6.360
H 0.695 1.948 -6.284
H 0.034 3.582 -6.213
H -2.590 3.199 -3.743
H -1.466 4.561 -3.655
H -1.642 3.477 -2.270
H 2.249 2.444 -3.601
H 1.357 2.992 -2.175
H 1.588 4.082 -3.545
H 1.408 -2.355 -1.925
H 2.099 -3.352 -3.212
H 0.350 -3.329 -2.945
H 3.198 -0.061 -3.508
H 2.676 0.364 -5.143
H 3.443 -1.193 -4.836
H -0.406 -2.518 -5.742
H 1.280 -2.591 -6.256
H 0.341 -1.125 -6.536
C -2.246 3.479 2.322
P -2.521 1.745 1.846
C -3.605 1.899 0.400
C -3.647 1.099 3.119
H -3.205 3.987 2.438
H -1.669 3.987 1.550
H -1.707 3.539 3.266
H -4.457 2.542 0.626
H -3.976 0.910 0.127
H -3.056 2.310 -0.449
H -4.585 1.655 3.112
H -3.183 1.178 4.101
H -3.851 0.045 2.923
*
```

Calculated values
frontier orbital gap (alpha / beta) = 7.64 / 6.33 eV
<S²> = 8.779
HOMO energy (alpha / beta) = -9.55 / -10.73 eV
relative energy (zero: lowest compared OMol25 entry of this formula, charge and spin) = 60.4 kJ/mol
electronic energy = -3515.151039 Ha

***

A molecular structure, C27H66As2F12N5O6Tl at a distorted geometry. Source: the OMol25 dataset; level of theory: wB97M-V/def2-TZVPD.

ORCA input file:
```
! RIJCOSX wB97M-V def2-TZVPD def2/J DEFGRID3
* xyz 0 1
Tl 0.246 0.648 0.542
As 0.576 -2.290 4.299
F -0.439 -1.018 5.064
F 0.361 -1.319 2.730
F 1.581 -3.360 3.323
F 0.851 -3.143 5.700
F -0.939 -3.186 3.823
F 2.058 -1.326 4.727
As -2.129 4.137 -2.302
F -2.914 5.501 -2.872
F -1.384 5.081 -0.936
F -1.135 2.662 -1.714
F -2.785 3.053 -3.558
F -0.733 4.522 -3.352
F -3.453 3.587 -1.185
C 4.682 -2.934 -1.816
C 3.785 -2.081 -2.687
C 3.889 -2.410 -4.180
C 3.073 -3.629 -4.635
C 1.557 -3.389 -4.542
C 1.143 -3.176 -3.052
N 2.320 -2.444 -2.251
O 1.986 -2.033 -1.205
C 1.082 -4.590 -2.429
C -0.141 -2.349 -2.845
C 3.918 -0.570 -2.235
H 5.690 -2.524 -1.933
H 4.602 -3.992 -2.042
H 4.409 -2.787 -0.763
H 4.959 -2.592 -4.321
H 3.549 -1.524 -4.656
H 3.362 -4.498 -4.070
H 3.351 -3.845 -5.681
H 0.977 -4.248 -4.804
H 1.209 -2.492 -5.007
H 0.292 -5.170 -2.936
H 0.860 -4.503 -1.383
H 2.065 -5.073 -2.570
H -0.452 -2.056 -1.833
H -0.919 -2.918 -3.354
H -0.062 -1.407 -3.390
H 4.085 -0.457 -1.150
H 3.092 0.139 -2.506
H 4.748 -0.309 -2.887
C 1.258 1.460 -3.555
O 1.630 1.770 -2.253
C 2.434 2.955 -2.096
C 2.321 3.429 -0.665
N 2.728 2.430 0.309
C 4.156 2.143 0.407
C 4.536 1.101 1.432
O 4.021 -0.111 1.056
C 4.247 -1.137 1.946
H 2.088 1.069 -4.234
H 0.839 2.283 -4.125
H 0.461 0.703 -3.525
H 2.096 3.738 -2.762
H 3.489 2.748 -2.395
H 1.258 3.686 -0.509
H 2.866 4.366 -0.557
H 2.250 2.600 1.171
H 4.727 3.068 0.579
H 4.537 1.847 -0.578
H 4.155 1.420 2.393
H 5.642 1.074 1.582
H 5.312 -1.360 2.206
H 4.117 -2.119 1.533
H 3.702 -1.006 2.873
C -4.382 -1.594 4.775
C -4.058 -0.862 3.430
C -5.001 0.331 3.193
O -4.753 0.708 1.864
C -5.821 1.546 1.443
N -2.664 -0.484 3.394
H -3.424 -1.840 5.245
H -4.904 -2.514 4.667
H -4.900 -1.001 5.526
H -4.239 -1.531 2.566
H -4.709 1.152 3.885
H -6.084 0.127 3.388
H -5.446 1.957 0.480
H -6.086 2.326 2.174
H -6.754 0.935 1.298
H -2.381 -0.252 2.461
H -2.009 -1.092 3.843
C -4.533 -0.148 -1.484
C -3.078 -0.399 -1.136
C -2.828 -1.792 -0.619
O -1.451 -1.928 -0.241
C -1.255 -3.193 0.378
N -2.246 -0.162 -2.299
H -5.086 -0.102 -0.519
H -4.897 -0.920 -2.141
H -4.580 0.857 -1.983
H -2.690 0.310 -0.356
H -3.042 -2.518 -1.473
H -3.509 -2.071 0.226
H -1.850 -3.317 1.302
H -0.186 -3.256 0.608
H -1.428 -3.984 -0.402
H -2.669 -0.543 -3.136
H -2.102 0.860 -2.362
C -2.232 4.628 2.062
C -1.168 3.496 1.832
C -0.401 3.119 3.105
O 0.755 2.412 2.777
C 1.376 1.943 3.972
N -1.772 2.301 1.172
H -2.643 4.996 1.124
H -1.745 5.424 2.635
H -2.976 4.248 2.768
H -0.434 3.885 1.132
H -1.047 2.388 3.632
H -0.338 3.966 3.801
H 0.616 1.413 4.584
H 1.781 2.740 4.574
H 2.115 1.210 3.615
H -2.555 1.864 1.635
H -2.027 2.519 0.223
*
```

Calculated values
frontier orbital gap = 5.22 eV
HOMO energy = -8.23 eV
electronic energy = -7636.048249 Ha

***

3 unconnected molecules or ions with the total composition C27H66B2BrN7O7P3 at a distorted geometry. Source: the OMol25 dataset; level of theory: wB97M-V/def2-TZVPD.

ORCA input file:
```
! RIJCOSX wB97M-V def2-TZVPD def2/J DEFGRID3
* xyz -1 1
C 1.752 -0.157 5.124
C 0.863 -0.013 4.322
C -0.120 0.066 3.242
C -0.041 1.340 2.363
N -0.293 2.536 3.172
O -1.076 1.344 1.446
B -0.666 0.718 0.117
C -1.389 -0.767 0.079
C -0.611 -1.943 -0.527
C 0.056 -2.803 0.538
O 0.324 -1.561 -1.542
C -1.127 1.761 -1.094
Br -1.620 0.858 -2.791
C -2.258 2.710 -0.711
C -3.619 2.058 -0.481
O 0.822 0.776 0.256
C 1.202 1.515 1.399
B 1.345 3.117 1.267
O 0.704 3.864 0.316
O 2.169 3.825 2.142
P 2.883 0.961 1.963
C 3.075 -0.829 1.645
C 4.550 -1.269 1.787
C 4.125 1.763 0.844
C 5.048 2.762 1.582
H 2.540 -0.201 5.828
H -1.114 0.084 3.696
H -0.066 -0.817 2.605
H 0.305 2.574 3.992
H -1.256 2.547 3.480
H -1.674 -1.016 1.105
H -2.326 -0.660 -0.476
H -1.338 -2.604 -1.022
H 0.595 -3.619 0.045
H -0.677 -3.259 1.200
H 0.801 -2.219 1.077
H 1.182 -1.877 -1.257
H -0.245 2.343 -1.343
H -2.347 3.468 -1.500
H -1.991 3.250 0.196
H -3.874 1.320 -1.241
H -3.670 1.567 0.491
H -4.395 2.827 -0.524
H 1.184 4.694 0.225
H 2.102 3.474 3.032
H 2.480 -1.424 2.339
H 2.708 -1.102 0.652
H 5.122 -0.469 2.264
H 4.646 -2.181 2.369
H 5.016 -1.412 0.813
H 3.642 2.242 -0.011
H 4.771 1.000 0.405
H 4.765 2.792 2.634
H 6.095 2.476 1.492
H 4.910 3.775 1.209
O 1.587 -4.592 3.017
P 1.250 -4.817 4.447
N 2.762 -4.721 5.238
C 3.544 -5.789 5.811
C 3.525 -3.520 4.928
N 0.549 -6.394 4.334
C 1.018 -7.547 5.066
C 0.076 -6.779 3.007
N 0.335 -4.429 5.796
C 0.839 -3.919 7.060
C -1.106 -4.660 5.786
H 4.126 -5.405 6.657
H 4.240 -6.243 5.094
H 2.926 -6.572 6.241
H 3.033 -2.629 5.331
H 3.645 -3.375 3.852
H 4.518 -3.570 5.375
H 2.010 -7.884 4.737
H 0.326 -8.381 4.925
H 1.039 -7.356 6.142
H 0.884 -7.145 2.363
H -0.395 -5.940 2.502
H -0.676 -7.568 3.107
H 1.148 -4.740 7.714
H 0.060 -3.353 7.575
H 1.672 -3.235 6.931
H -1.354 -5.576 6.332
H -1.484 -4.754 4.772
H -1.636 -3.824 6.247
O -3.491 2.414 -8.878
P -3.370 3.438 -7.799
N -2.585 4.736 -8.602
C -1.222 5.182 -8.444
C -3.208 5.149 -9.848
N -2.463 2.568 -6.639
C -1.186 3.004 -6.113
C -2.500 1.111 -6.750
N -4.070 4.399 -6.613
C -4.120 5.851 -6.592
C -4.646 3.773 -5.421
H -1.163 6.261 -8.632
H -0.524 4.677 -9.125
H -0.862 5.062 -7.427
H -4.191 5.603 -9.665
H -3.349 4.311 -10.538
H -2.598 5.899 -10.351
H -0.390 2.974 -6.869
H -0.884 2.363 -5.286
H -1.251 4.011 -5.689
H -1.798 0.732 -7.504
H -3.495 0.766 -7.017
H -2.246 0.673 -5.783
H -3.207 6.262 -6.150
H -4.966 6.191 -5.990
H -4.260 6.280 -7.580
H -3.960 3.853 -4.573
H -4.855 2.721 -5.588
H -5.592 4.250 -5.154
*
```

Calculated values
frontier orbital gap = 6.67 eV
HOMO energy = -4.51 eV
electronic energy = -5626.255489 Ha